Entry 1:
Density functional theory data (ωB97M-V/def2-TZVPD) for a cluster of 3 separate species, C37H67ClN3O7S in total.

```
116
Properties=species:S:1:pos:R:3:forces:R:3:mulliken_charge:R:1
C -5.284907 -4.588327 -3.477871 0.2 0.2 -0.1 -0.15
C -4.854751 -4.925857 -2.413299 -0.1 -0.1 -0.1 -0.38
C -4.307481 -5.304449 -1.118576 0.3 0.3 0.3 -0.96
C -3.222969 -4.304602 -0.652983 -0.4 -0.4 -0.4 -0.43
C -2.158179 -4.133005 -1.751628 -0.3 0.2 0.4 -1.95
C -0.701773 -3.805628 -1.328219 0.6 -0.3 -0.1 2.17
C 0.273914 -4.862196 -1.946804 -0.1 -0.1 -0.1 -1.51
C 0.514834 -4.828736 -3.429978 0.4 0.0 -0.2 -0.20
O 1.552143 -4.482445 -3.919415 -0.1 0.3 0.0 -0.53
O -0.519183 -5.311924 -4.159893 -0.6 0.5 0.4 -0.48
C -0.468164 -3.965830 0.156357 -0.2 0.0 0.0 -1.01
Cl -0.215146 -5.464342 0.900450 -0.1 0.0 0.1 -0.09
N -0.422024 -2.879203 0.830031 -0.4 -0.5 -0.3 1.37
C -0.107357 -2.834181 2.254266 0.5 0.4 0.5 -0.83
C 1.398826 -3.032482 2.521737 -0.4 -0.1 0.2 -1.25
C -0.655758 -1.686675 -0.060417 0.4 1.1 0.7 1.68
C -2.113598 -1.210207 0.041983 -0.4 -0.8 -0.2 -0.63
C -2.888879 -1.461867 1.343613 -0.3 0.2 0.2 -1.11
C -2.743911 -0.327079 2.348320 -0.1 0.1 0.4 -0.14
N -2.467645 -0.656829 3.673536 0.6 -0.6 -0.5 -0.51
O -2.922568 0.816750 2.011728 0.3 0.1 -0.1 -0.44
C 0.264614 -0.557964 0.481956 0.1 -0.1 -0.1 -1.85
S 0.439851 0.937573 -0.526612 0.2 -0.1 0.1 -0.09
C -0.647595 2.171464 0.238072 -0.2 0.4 -0.2 -0.56
C -1.903945 2.503855 -0.572302 0.0 0.1 0.0 -0.87
C -0.209173 -2.293124 -1.448144 -0.1 -0.1 0.5 0.24
C -0.751426 -1.438444 -2.582794 0.1 -0.4 -0.7 -1.19
C -0.677537 -1.940333 -4.028937 -0.2 0.5 -0.1 -0.57
C -0.871509 -0.738747 -4.975741 0.1 -0.4 0.0 -1.22
C -2.133789 -0.047102 -4.747055 0.1 0.3 0.0 -0.31
C -3.126066 0.586437 -4.528555 -0.1 0.0 0.0 -0.11
O 1.200159 -2.424476 -1.328485 -0.3 0.1 -0.4 -0.27
C 2.096676 -1.670752 -2.142590 0.6 0.0 0.1 0.63
C 3.477948 -1.830023 -1.525568 0.0 0.4 0.2 -1.77
N 3.680619 -0.838989 -0.468704 -0.1 -0.1 0.2 0.14
C 4.104803 0.476605 -0.952513 -0.1 -0.1 0.1 -1.05
C 5.594457 0.792914 -0.757261 -0.2 0.5 -0.3 0.89
C 6.002779 1.872084 -1.750261 0.1 -0.2 -0.1 -1.60
O 6.408784 -0.352771 -0.993195 0.0 0.0 0.2 -0.60
H -5.605698 -4.231228 -4.425709 -0.1 -0.1 -0.1 0.43
H -3.867136 -6.301063 -1.147962 -0.1 -0.1 -0.1 0.40
H -5.104178 -5.312097 -0.375284 -0.1 -0.1 0.0 0.52
H -3.747846 -3.377692 -0.443948 0.2 0.2 0.2 0.29
H -2.819527 -4.712547 0.273815 0.1 0.1 0.1 0.34
H -2.511463 -3.367390 -2.436752 0.0 0.1 -0.1 0.02
H -2.150749 -5.049616 -2.334458 0.2 -0.1 -0.1 0.98
H -0.166717 -5.836178 -1.732572 0.0 -0.1 0.0 1.03
H 1.252868 -4.807915 -1.486367 0.1 0.1 0.1 0.51
H -0.627946 -4.765349 -4.950867 0.4 -0.4 -0.3 0.41
H -0.399610 -1.867869 2.645857 -0.2 0.1 -0.3 -0.04
H -0.705391 -3.569325 2.786759 -0.1 -0.2 -0.2 0.85
H 1.721984 -2.310455 3.266396 0.1 0.1 0.0 0.48
H 1.977604 -2.890209 1.612980 0.1 0.0 0.0 0.20
H 1.582421 -4.016498 2.943072 0.1 -0.1 -0.2 0.31
H -2.679878 -1.706153 -0.739666 -0.1 0.0 -0.1 0.59
H -2.172542 -0.147999 -0.178789 0.2 0.1 0.0 -0.27
H -3.944109 -1.441507 1.066911 -0.1 0.0 0.0 0.46
H -2.718871 -2.437257 1.798293 0.1 -0.1 -0.1 0.48
H -2.321523 -1.643052 3.835965 -0.1 0.0 0.0 0.28
H -1.720151 -0.120127 4.093546 -0.5 0.5 0.2 0.27
H -0.119549 -0.230098 1.447639 -0.1 0.0 0.0 0.78
H 1.276483 -0.926364 0.638034 0.1 0.0 -0.1 0.18
H -0.880606 1.908034 1.265989 0.0 -0.3 0.0 0.31
H -0.032008 3.067218 0.298089 0.1 0.0 0.1 0.64
H -2.196170 1.697186 -1.242004 -0.1 -0.1 0.1 0.09
H -1.720177 3.368078 -1.208478 0.0 0.0 -0.1 0.43
H -2.735097 2.752676 0.083385 -0.1 0.0 0.0 0.16
H -1.797700 -1.213295 -2.402154 -0.1 0.1 0.2 0.44
H -0.257410 -0.473510 -2.572327 0.1 0.1 0.3 1.15
H -1.487885 -2.637263 -4.243727 0.1 -0.3 0.1 0.25
H 0.284471 -2.371915 -4.274747 0.1 -0.3 0.0 0.42
H -0.817506 -1.075399 -6.011255 -0.1 0.0 0.0 0.53
H -0.032932 -0.054568 -4.837429 0.0 0.2 0.0 0.40
H -3.991812 1.178305 -4.358753 -0.1 0.0 0.0 0.43
H 1.852895 -0.609033 -2.133645 -0.2 0.0 -0.1 0.23
H 2.124753 -2.040263 -3.166797 -0.3 -0.1 0.0 0.27
H 4.230301 -1.733713 -2.313443 0.1 -0.1 0.0 0.30
H 3.556556 -2.820467 -1.079594 0.0 -0.1 -0.1 0.50
H 4.365304 -1.183119 0.189929 0.0 -0.1 0.0 0.32
H 3.515602 1.246312 -0.452183 0.1 0.1 0.0 0.43
H 3.868044 0.561202 -2.016274 0.0 -0.1 -0.1 0.30
H 5.737679 1.200582 0.247058 0.1 -0.3 0.2 -0.08
H 6.269492 1.385240 -2.688176 0.0 0.0 -0.1 0.41
H 5.181419 2.556811 -1.955400 0.0 0.1 0.1 0.35
H 6.865439 2.435675 -1.404257 0.0 0.0 0.0 0.39
H 6.662897 -0.735125 -0.149235 0.1 0.0 -0.1 0.37
C 6.368403 2.112665 4.607561 -0.1 0.0 0.0 -1.13
C 6.200848 2.863839 3.298294 0.1 0.0 0.0 -0.27
O 4.879260 2.848076 2.783851 0.0 -0.1 -0.1 -0.34
C 3.881404 3.420645 3.611343 -0.1 0.0 0.1 -0.29
C 4.110775 4.884463 3.943254 0.1 0.0 -0.1 -1.09
H 6.051253 1.074376 4.497001 0.0 0.0 0.0 0.29
H 7.414648 2.126464 4.913044 0.0 0.0 0.0 0.40
H 5.783353 2.556905 5.413497 0.0 0.0 0.0 0.26
H 6.810873 2.392568 2.526483 0.0 0.0 0.0 0.32
H 6.561855 3.892839 3.398040 0.0 0.0 0.0 0.31
H 3.761318 2.833968 4.529776 0.0 0.0 0.0 0.31
H 2.953576 3.315456 3.047170 0.0 0.0 0.0 0.24
H 5.024560 5.037335 4.517973 0.0 0.0 0.1 0.28
H 3.279449 5.265693 4.536843 0.0 0.0 0.0 0.39
H 4.186358 5.475873 3.030067 0.0 0.0 0.0 0.30
C -3.336942 7.147808 1.434043 0.0 -0.1 0.1 -1.12
C -3.985349 6.184716 0.454930 0.0 0.1 0.0 -0.31
O -4.204412 4.885628 0.977295 0.1 -0.1 -0.1 -0.32
C -5.046987 4.802161 2.114608 0.0 0.0 0.1 -0.30
C -6.453374 5.327825 1.886952 0.0 0.0 -0.1 -1.13
H -2.384772 6.749984 1.788287 0.0 0.0 0.0 0.29
H -3.155008 8.106440 0.947805 0.0 0.0 0.0 0.41
H -3.966372 7.333263 2.304964 0.0 0.0 0.0 0.27
H -3.326933 6.037477 -0.402155 0.0 0.0 0.0 0.34
H -4.919120 6.605132 0.065724 0.0 0.0 0.0 0.31
H -4.584282 5.303731 2.972021 0.0 0.0 0.0 0.32
H -5.087514 3.739842 2.357201 0.0 0.0 0.0 0.28
H -6.461973 6.392431 1.651189 0.0 0.0 0.1 0.28
H -7.053353 5.183549 2.785792 0.0 0.0 0.0 0.39
H -6.930640 4.798087 1.061435 0.0 0.0 0.0 0.31
```
Positions in Å, forces in eV/Å.

Computed properties:
Gap between HOMO and LUMO (Eh): 0.277
HOMO energy (Ha): -0.401
Net charge: +1

***

Entry 2:
Density functional theory data (ωB97M-V/def2-TZVPD) for a structure of composition C37H67N6O6PdS5.

```
122
Properties=species:S:1:pos:R:3:forces:R:3:lowdin_spin:R:1
Pd 2.144120 -2.663604 -1.870644 -1.1 1.3 -0.7 1.33
C -1.088173 0.151025 -1.555651 -0.6 1.0 1.2 0.00
C 0.408969 0.169322 -1.150097 -0.7 -1.6 0.1 0.03
C 0.622997 -0.200495 0.393570 0.2 -0.6 -2.5 0.01
O 1.158665 -0.628892 -2.118669 0.1 0.3 1.2 0.41
H -1.320868 1.039682 -2.142385 0.1 -0.4 -1.0 0.00
H -1.764723 0.396225 -0.736956 0.3 0.1 0.9 0.00
H -1.597021 -0.760456 -1.869326 0.8 -0.2 -0.7 0.00
H 0.742828 1.200052 -1.269399 0.3 0.2 -0.1 0.01
H 0.141150 0.504219 1.071276 0.2 0.0 -0.2 0.00
H 1.707526 -0.273405 0.474644 0.0 0.2 0.6 0.00
H 0.226606 -1.209988 0.502644 -0.1 0.0 0.3 0.00
C 5.111979 -3.566632 0.867178 1.4 0.3 0.7 0.00
S 4.401425 -1.873311 0.747379 -0.1 -2.4 -0.2 0.01
O 3.240708 -2.286270 -0.145881 0.0 0.9 0.6 0.04
C 3.699771 -1.856461 2.391861 -1.1 -1.0 0.9 0.00
H 5.498098 -3.965410 -0.070906 -0.7 0.5 -0.4 0.00
H 4.388969 -4.236563 1.332515 -0.1 0.2 -0.2 0.00
H 6.029722 -3.577621 1.455173 -0.1 0.3 0.5 0.00
H 2.921157 -1.108804 2.543111 0.5 0.6 -0.3 0.00
H 4.372218 -1.934275 3.246168 0.6 0.7 -0.4 0.00
H 3.140392 -2.779223 2.545883 -0.1 -0.3 -0.6 0.00
C -3.114441 -0.297372 3.415930 0.3 0.7 -0.1 0.00
S -2.488149 0.261336 5.029689 0.8 0.3 -0.8 0.00
O -2.252581 -1.045364 5.745008 0.1 0.8 0.0 0.00
C -0.858841 0.989143 4.353355 -1.0 0.2 -0.4 0.00
H -4.142082 -0.651898 3.495659 0.2 -0.2 0.3 0.00
H -2.412714 -1.049883 3.056229 -0.3 -0.1 0.0 0.00
H -3.132529 0.529150 2.705545 0.1 0.1 0.0 0.00
H -0.343011 0.312268 3.672284 0.3 -0.5 0.7 0.00
H -0.267993 1.537058 5.087372 0.1 -0.9 0.5 0.00
H -1.033423 1.827860 3.679430 -1.0 0.0 -0.1 0.00
C -0.651396 -1.890907 -4.878377 0.3 0.0 1.6 0.00
S 1.093892 -2.623523 -5.052907 -2.2 0.5 0.4 0.01
O 1.279779 -3.374220 -3.737747 0.2 0.0 -0.3 0.04
C 0.578072 -3.860624 -6.248103 0.4 0.8 -0.1 0.01
H -1.305712 -1.636793 -5.712274 0.7 -0.3 -0.5 0.00
H -0.629715 -1.044466 -4.191947 0.7 0.4 -0.3 0.00
H -1.175450 -2.571311 -4.207171 0.1 -0.7 -0.4 0.00
H -0.136542 -4.593479 -5.873463 0.4 0.0 0.2 0.00
H 1.511456 -4.242667 -6.661532 -0.4 -0.4 -0.1 0.00
H 0.061749 -3.221041 -6.963952 0.1 -0.3 -0.4 0.00
C 4.175938 1.190452 -0.983660 -1.0 -0.2 0.5 0.00
S 4.091141 2.284875 0.473151 2.5 -1.4 -0.2 0.00
O 5.528305 2.702841 0.756514 -1.6 -0.2 -0.2 0.00
C 3.251961 3.640011 -0.294446 -0.1 0.0 0.6 0.00
H 4.463880 1.771234 -1.859946 0.0 -0.3 0.1 0.00
H 3.165076 0.783699 -1.012073 -0.5 0.4 -0.7 0.00
H 4.703869 0.243489 -0.871238 0.9 0.6 0.3 0.00
H 3.545534 4.347584 0.480965 -0.1 0.8 -0.5 0.00
H 2.173388 3.519962 -0.192650 0.0 -0.1 -0.3 0.00
H 3.577807 3.853317 -1.312494 0.1 0.2 0.2 0.00
C -0.086943 -5.670998 0.020692 0.2 0.0 -0.7 0.00
S -0.871775 -4.219969 -0.849697 1.2 0.2 1.2 0.02
O 0.248207 -3.172286 -1.042004 -1.5 -1.2 0.3 0.07
C -1.208414 -5.081280 -2.390895 0.8 0.3 -0.2 0.00
H -0.623018 -6.569329 -0.285474 -0.1 0.1 0.1 0.00
H 0.012173 -5.641722 1.105780 -0.7 0.6 -0.1 0.00
H 0.939656 -5.760253 -0.334591 0.0 0.2 -0.4 0.00
H -0.246069 -5.431085 -2.764568 -0.1 -0.4 0.0 0.00
H -1.587436 -4.397912 -3.150798 -0.2 0.1 0.4 0.00
H -1.934151 -5.862751 -2.165679 0.1 0.0 -0.1 0.00
N -3.573964 4.756861 2.562172 -0.1 -2.3 -0.4 0.00
C -3.389984 3.345396 2.288438 -0.3 3.1 -0.6 0.00
C -3.773783 3.213170 0.973073 0.0 -0.8 0.3 0.00
C -4.312517 4.426117 0.472174 0.3 0.8 0.6 0.00
C -4.159756 5.375501 1.470736 0.7 -0.9 0.8 0.00
H -3.326733 5.190759 3.440077 -0.2 0.0 -0.3 0.00
H -3.011948 2.651782 3.024920 0.0 0.3 -0.1 0.00
H -3.640196 2.310636 0.395170 -0.3 -0.1 0.1 0.00
H -4.756845 4.582582 -0.499674 0.2 0.0 0.1 0.00
H -4.358255 6.430100 1.592544 -0.2 -0.1 -0.5 0.00
N 2.189567 3.526792 4.447363 0.1 -2.0 -1.8 0.00
C 2.373635 2.620205 3.388481 0.1 0.8 -0.4 0.00
C 1.361984 2.854466 2.427576 1.5 -2.1 1.4 0.00
C 0.450374 3.632638 3.077295 -1.4 3.4 0.4 0.00
C 1.023431 4.176738 4.206554 -0.5 -0.1 1.1 0.00
H 2.632178 3.405938 5.347142 0.1 0.4 -0.3 0.00
H 3.204058 1.930780 3.427102 0.0 0.2 -0.2 0.00
H 1.149170 2.490287 1.433356 0.6 -0.5 0.2 0.00
H -0.492917 3.956168 2.662647 0.0 0.2 -0.1 0.00
H 0.776681 4.977837 4.887548 -0.6 -0.2 -0.2 0.00
N 1.291203 1.176247 -4.367073 -0.7 0.6 0.6 0.01
C 2.556634 1.650724 -4.266788 1.2 -1.6 1.6 0.00
C 2.832549 2.574355 -5.201042 -0.2 0.0 -0.7 0.00
C 1.632823 2.716870 -5.930520 -2.1 -0.6 0.2 0.00
C 0.626253 1.905087 -5.304918 2.1 1.1 -1.9 0.00
H 0.876343 0.556744 -3.685755 0.2 -0.2 0.1 0.00
H 3.262083 1.216432 -3.573874 -0.3 -0.1 0.1 0.00
H 3.831953 2.967193 -5.316219 -0.3 0.3 -0.3 0.00
H 1.467800 3.243095 -6.859103 0.0 0.3 0.2 0.00
H -0.414730 1.775655 -5.561839 0.1 -0.1 0.1 0.00
N 0.253588 3.999742 -2.663014 0.0 0.8 -1.4 0.00
C -0.298391 4.526526 -1.555060 -0.4 0.2 1.1 0.00
C 0.027997 5.865466 -1.515781 -1.3 -0.5 2.5 0.00
C 0.765253 6.167747 -2.615329 0.1 0.7 -2.0 0.00
C 0.794016 5.049515 -3.411244 1.3 -1.0 0.1 0.00
H 0.122350 3.033640 -2.926708 0.2 0.4 -0.4 0.00
H -0.961328 3.915098 -0.960855 0.1 0.2 0.3 0.00
H -0.241571 6.608665 -0.779990 -0.2 -0.3 0.2 0.00
H 1.029241 7.194988 -2.819014 0.4 -0.3 -0.5 0.00
H 1.305157 4.880235 -4.347448 -0.2 -0.1 0.1 0.00
N -5.000304 -3.133988 1.915056 1.6 1.0 -0.4 0.00
C -5.987376 -2.510423 1.245821 -0.6 1.5 -1.8 0.00
C -5.474130 -1.762483 0.148299 -0.6 -2.0 2.3 0.00
C -4.072855 -1.996743 0.208057 0.5 -0.5 0.0 0.00
C -3.768961 -2.764246 1.316738 -1.6 -0.8 0.3 0.00
H -5.122876 -3.499759 2.848489 0.2 -0.1 -0.3 0.00
H -7.025616 -2.614211 1.524540 0.1 0.0 0.2 0.00
H -6.133918 -1.252866 -0.538259 0.5 0.1 -0.1 0.00
H -3.340272 -1.836703 -0.569176 0.0 0.6 0.1 0.00
H -2.860256 -3.203519 1.701042 0.1 0.2 -0.2 0.00
N -1.331151 -3.050221 4.292843 0.2 -0.9 -0.6 0.00
C -1.366780 -4.358636 4.583636 0.3 -2.5 -1.4 0.00
C -0.453713 -5.015449 3.729594 -0.7 -1.1 2.5 0.00
C 0.315339 -4.041673 3.141611 -0.3 0.8 -1.9 0.00
C -0.372617 -2.878382 3.345775 1.1 2.0 0.3 0.00
H -1.874935 -2.351832 4.779315 0.0 0.7 0.3 0.00
H -2.037551 -4.897622 5.236293 -0.2 0.7 0.2 0.00
H -0.317429 -6.085360 3.673675 0.1 0.0 0.3 0.00
H 1.153257 -4.126722 2.465555 -0.1 -0.1 -0.1 0.00
H -0.137282 -1.920198 2.906572 -0.1 0.2 0.3 0.00
```
Positions in Å, forces in eV/Å.

Computed properties:
Energy relative to the best compared isomer or geometry (same formula, charge and spin) (eV): 4.598
Gap between HOMO and LUMO (spin up / spin down) (Eh): 0.260 / 0.187
HOMO energy (spin up / spin down) (Ha): -0.346 / -0.346
Spin multiplicity: 3
Net charge: +1